DFT (ωB97M-V with the def2-TZVPD basis set) results for a 2-piece molecular cluster, H3INPS overall in a non-equilibrium geometry.

The spin multiplicity is 3. Its calculated total energy is -1093.64931 hartree. For the HOMO-LUMO gap (spin up / spin down), the calculation gives 7.7707 / 7.7942 eV. The LUMO energy (spin up / spin down) comes out at -1.1 / -2.0 eV. The energy relative to the best compared isomer or geometry (same formula, charge and spin) comes out at 0.000 eV.

```
7
Properties=species:S:1:pos:R:3:forces:R:3
H 0.376 1.005 0.691 1.95 1.16 0.88
H 1.825 1.653 2.334 -0.35 -0.39 0.76
I -0.930 -1.080 -3.319 -0.16 -0.07 0.68
S -1.916 -1.008 -0.958 -1.50 0.17 -2.10
H -0.119 -1.566 0.132 -1.31 1.76 0.23
N -0.924 -0.837 0.150 2.91 -1.94 1.17
P 1.689 1.832 0.970 -1.53 -0.69 -1.62
```
Positions in Å, forces in eV/Å.

These are the natural (NBO) partial charges, in e, on atoms 1 to 5: -0.019 -0.064 -0.167 0.692 0.387

=====

DFT (ωB97M-V with the def2-TZVPD basis set) results for a 2-piece molecular cluster, H3N2O2P overall in a non-equilibrium geometry.

Its calculated total energy is -603.00532 hartree. For the HOMO-LUMO gap (spin up / spin down), the calculation gives 7.8154 / 7.8234 eV. The LUMO energy (spin up / spin down) comes out at -0.8 / -0.8 eV. The energy relative to the best compared isomer or geometry (same formula, charge and spin) comes out at 4.264 eV.

```
8
Properties=species:S:1:pos:R:3:forces:R:3
N -1.857 -0.217 0.062 3.88 1.05 0.58
H 0.312 1.421 -0.881 -0.21 -0.12 -0.49
O -1.753 -1.295 0.584 -0.97 -0.59 -0.06
H 2.314 -0.510 0.808 -0.11 -0.14 1.25
H 1.737 -0.564 -0.700 0.22 0.00 -0.58
P 0.322 0.910 0.416 -0.12 -0.89 0.58
O -2.784 0.317 -0.455 -0.78 -0.04 -0.18
N 1.709 -0.062 0.165 -1.90 0.74 -1.09
```
Positions in Å, forces in eV/Å.

These are the natural (NBO) partial charges, in e, on atoms 1 to 5: 0.405 -0.069 -0.407 0.409 0.394

=====

DFT (ωB97M-V with the def2-TZVPD basis set) results for a 2-piece molecular cluster, H3N2O2S overall in a non-equilibrium geometry.

The spin multiplicity is 3. Its calculated total energy is -659.90326 hartree. For the HOMO-LUMO gap (spin up / spin down), the calculation gives 6.9359 / 6.8366 eV. The total charge is -1. The LUMO energy (spin up / spin down) comes out at 4.2 / 2.4 eV. The energy relative to the best compared isomer or geometry (same formula, charge and spin) comes out at 0.000 eV.

```
8
Properties=species:S:1:pos:R:3:forces:R:3
N -0.570 1.596 1.197 -0.77 0.22 0.12
N 0.396 -0.654 -2.520 0.11 0.07 -0.31
S -0.498 0.032 1.130 0.69 0.36 -0.88
H 0.676 -1.636 -2.436 -0.01 0.04 0.19
H 0.820 -0.195 -1.706 -0.16 -0.11 0.12
O 0.633 -0.578 1.851 0.23 -0.21 0.36
H 0.353 1.998 1.133 0.42 -0.21 0.05
O -1.810 -0.563 1.352 -0.50 -0.17 0.35
```
Positions in Å, forces in eV/Å.

These are the natural (NBO) partial charges, in e, on atoms 1 to 5: -1.177 -0.595 1.870 0.281 0.300

=====

DFT (ωB97M-V with the def2-TZVPD basis set) results for a 2-piece molecular cluster, H3N2O3P overall in a non-equilibrium geometry.

Its calculated total energy is -678.32701 hartree. For the HOMO-LUMO gap (spin up / spin down), the calculation gives 8.8710 / 8.8519 eV. The LUMO energy (spin up / spin down) comes out at -1.3 / -1.3 eV. The energy relative to the best compared isomer or geometry (same formula, charge and spin) comes out at 0.931 eV.

```
9
Properties=species:S:1:pos:R:3:forces:R:3
P -0.893 -0.588 -0.042 -2.78 1.22 1.42
H 1.359 -1.015 -0.266 2.19 -1.64 -0.54
O -0.718 -1.027 -1.388 1.26 -0.96 -1.95
H -0.612 1.669 -0.411 -1.30 -1.10 0.94
H -1.398 1.173 1.087 0.12 0.57 -0.36
N -1.251 0.992 0.095 1.45 1.23 -0.24
O -1.267 -1.276 1.182 0.69 -0.56 0.32
O 2.990 0.163 -0.135 -2.78 -2.14 -0.26
N 1.790 -0.090 -0.122 1.16 3.39 0.67
```
Positions in Å, forces in eV/Å.

These are the natural (NBO) partial charges, in e, on atoms 1 to 5: 2.354 0.294 -1.018 0.433 0.420